Record 1
Formula: C38H49N7O4
Source: OMol25
Level of theory: wB97M-V/def2-TZVPD

Element x y z (Å)
C -3.138 1.372 1.480
C -1.715 1.958 1.566
C -0.630 0.868 1.449
C -1.535 2.926 2.744
C -0.164 3.635 2.694
C -1.859 2.320 4.137
O -1.905 0.883 4.178
C -0.797 0.251 4.593
C -0.842 -1.054 4.712
C 0.526 -1.464 5.158
O 0.849 -2.531 5.440
O 1.313 -0.352 5.144
C 0.579 0.785 4.927
O 1.008 1.837 4.983
H -3.126 0.451 2.067
H -3.387 1.069 0.467
H -3.886 2.018 1.936
H -1.608 2.569 0.664
H -1.031 -0.142 1.554
H -0.121 0.913 0.488
H 0.152 0.974 2.200
H -2.259 3.730 2.585
H 0.652 2.961 2.460
H -0.242 4.410 1.929
H -0.004 4.173 3.625
H -2.863 2.651 4.398
H -1.204 2.759 4.886
H -1.706 -1.653 4.502
C 3.213 -0.168 -1.010
C 3.160 -1.164 -2.021
C 2.576 -0.599 -3.123
N 2.270 0.699 -2.817
C 2.660 0.971 -1.531
H 3.612 -0.275 -0.015
H 3.511 -2.179 -1.947
H 2.352 -1.006 -4.094
H 1.828 1.350 -3.439
H 2.510 1.947 -1.099
C -0.741 8.485 -0.848
C -0.960 8.166 0.520
C -1.727 7.033 0.556
N -1.987 6.657 -0.734
C -1.385 7.533 -1.594
H -0.174 9.313 -1.239
H -0.593 8.706 1.378
H -2.112 6.461 1.384
H -2.532 5.860 -1.008
H -1.468 7.403 -2.658
C 0.325 4.836 -5.496
C 0.000 5.871 -4.579
C 0.408 5.461 -3.336
N 0.961 4.218 -3.465
C 0.919 3.830 -4.781
H 0.144 4.831 -6.558
H -0.477 6.809 -4.808
H 0.352 5.941 -2.375
H 1.339 3.674 -2.709
H 1.313 2.876 -5.092
C -0.530 -5.712 2.736
C -1.572 -5.601 1.774
C -1.815 -4.267 1.588
N -0.963 -3.568 2.403
C -0.174 -4.442 3.104
H -0.092 -6.622 3.112
H -2.083 -6.410 1.277
H -2.516 -3.756 0.950
H -0.922 -2.567 2.474
H 0.566 -4.086 3.796
C 5.350 6.743 -5.201
C 5.133 6.239 -6.510
C 4.038 5.415 -6.452
N 3.590 5.399 -5.162
C 4.380 6.207 -4.394
H 6.128 7.420 -4.888
H 5.712 6.457 -7.392
H 3.542 4.841 -7.217
H 2.796 4.870 -4.831
H 4.185 6.332 -3.342
C 0.823 -9.219 -1.340
C 0.030 -8.336 -0.556
C 0.755 -7.192 -0.367
N 1.956 -7.348 -1.002
C 2.004 -8.578 -1.602
H 0.555 -10.208 -1.674
H -0.961 -8.520 -0.174
H 0.521 -6.285 0.164
H 2.690 -6.664 -1.025
H 2.872 -8.890 -2.158
C -3.443 -9.610 3.495
C -4.435 -8.733 2.981
C -4.306 -8.726 1.618
N -3.273 -9.562 1.289
C -2.745 -10.108 2.428
H -3.264 -9.849 4.530
H -5.160 -8.171 3.547
H -4.856 -8.200 0.856
H -2.952 -9.746 0.356
H -1.921 -10.799 2.379

Calculated values
Total charge: 0
Kohn-Sham gap, hartree: 0.275
E, eV: -58818.557
LUMO energy, eV: -0.628
Structure (SMILES): CC(C)[C@H](C)COC1=CC(=O)OC1=O.c1cc[nH]c1.c1cc[nH]c1.c1cc[nH]c1.c1cc[nH]c1.c1cc[nH]c1.c1cc[nH]c1.c1cc[nH]c1
HOMO energy, eV: -8.1
2S+1: 1

---

Record 2
Formula: C38H50CaN3O2STe
Source: OMol25
Level of theory: wB97M-V/def2-TZVPD

Element x y z (Å)
Ca -1.503 -0.596 -0.889
C -4.496 -1.684 -0.367
N -3.774 -1.570 -1.638
C -3.496 -2.915 -2.168
C -4.518 -0.798 -2.625
C -4.521 0.679 -2.302
N -3.180 1.257 -2.317
C -2.631 1.305 -3.669
C -3.253 2.611 -1.778
H -5.489 -2.135 -0.516
H -4.604 -0.712 0.113
H -3.928 -2.326 0.304
H -4.433 -3.454 -2.378
H -2.926 -3.489 -1.439
H -2.907 -2.827 -3.079
H -5.553 -1.166 -2.713
H -4.039 -0.967 -3.590
H -4.935 0.840 -1.305
H -5.186 1.205 -3.008
H -3.296 1.865 -4.350
H -2.474 0.304 -4.067
H -1.662 1.803 -3.641
H -3.946 3.236 -2.367
H -2.269 3.074 -1.800
H -3.593 2.579 -0.744
Te 2.391 2.537 -2.054
C 3.665 3.930 -1.092
C 4.831 3.594 -0.411
C 5.593 4.575 0.211
C 5.211 5.908 0.153
C 4.048 6.253 -0.523
C 3.278 5.270 -1.130
C 3.140 0.853 -1.031
C 2.499 0.387 0.113
C 2.994 -0.726 0.779
C 4.125 -1.379 0.306
C 4.761 -0.921 -0.839
C 4.265 0.191 -1.511
H 5.144 2.559 -0.344
H 6.491 4.292 0.748
H 5.808 6.669 0.641
H 3.728 7.287 -0.563
H 2.352 5.553 -1.621
H 1.622 0.895 0.489
H 2.486 -1.079 1.668
H 4.504 -2.251 0.825
H 5.636 -1.433 -1.220
H 4.749 0.534 -2.418
O -0.948 -1.368 -3.686
S 0.209 -0.460 -3.452
N 0.211 0.378 -2.240
C 3.467 3.663 2.966
C 2.144 2.969 2.807
C 1.286 3.276 1.756
C 0.114 2.581 1.510
C -0.761 3.036 0.378
C -0.262 1.485 2.355
C -1.364 0.625 2.101
O -2.026 0.509 0.980
C 0.562 1.252 3.510
C 0.179 0.213 4.529
C 1.729 1.964 3.689
H 3.482 4.612 2.425
H 4.289 3.058 2.569
H 3.694 3.868 4.016
H 1.550 4.088 1.081
H -0.454 4.030 0.045
H -1.807 3.065 0.682
H -0.701 2.372 -0.490
H -1.662 -0.049 2.908
H 0.146 -0.793 4.103
H -0.815 0.408 4.943
H 0.893 0.210 5.353
H 2.346 1.733 4.555
C 1.598 -4.163 0.627
C 0.260 -3.474 0.814
C 0.127 -2.908 2.213
C -0.391 -2.750 -0.303
C -0.983 -4.182 0.236
C -2.223 -4.191 1.005
C -3.207 -5.116 0.790
C -3.063 -6.128 -0.178
C -1.854 -6.198 -0.894
C -0.843 -5.299 -0.682
H 2.400 -3.454 0.848
H 1.748 -4.503 -0.397
H 1.717 -5.021 1.297
H 1.013 -2.304 2.430
H 0.056 -3.691 2.976
H -0.732 -2.244 2.303
H 0.152 -3.005 -1.228
H -2.368 -3.431 1.763
H -4.117 -5.065 1.380
H -3.853 -6.848 -0.348
H -1.713 -6.986 -1.626
H 0.068 -5.384 -1.261

Calculated values
Total charge: -1
Kohn-Sham gap (spin up / spin down), hartree: 0.192 / 0.176
E, eV: -85350.069
LUMO energy (spin up / spin down), eV: 2.287 / 2.287
HOMO energy (spin up / spin down), eV: -2.9 / -2.5
2S+1: 1

---

Record 3
Formula: C38H50Cl2NOP3Zr
Source: OMol25
Level of theory: wB97M-V/def2-TZVPD

Element x y z (Å)
P 1.518 0.893 -2.439
C 3.265 1.183 -2.836
C 3.823 0.643 -3.994
H 3.244 -0.016 -4.625
C 5.134 0.936 -4.337
H 5.561 0.507 -5.232
C 5.894 1.773 -3.533
H 6.917 1.999 -3.800
C 5.338 2.323 -2.386
H 5.924 2.977 -1.757
C 4.028 2.037 -2.038
H 3.615 2.482 -1.145
C 0.979 -0.489 -3.483
C 1.525 -1.748 -3.228
H 2.282 -1.864 -2.466
C 1.104 -2.848 -3.957
H 1.533 -3.820 -3.758
C 0.143 -2.698 -4.950
H -0.177 -3.555 -5.526
C -0.393 -1.445 -5.211
H -1.131 -1.323 -5.992
C 0.019 -0.340 -4.480
H -0.417 0.628 -4.670
C 0.673 2.403 -2.984
C 1.100 3.085 -4.122
H 1.907 2.694 -4.727
C 0.492 4.277 -4.479
H 0.821 4.803 -5.365
C -0.529 4.803 -3.697
H -0.995 5.738 -3.976
C -0.938 4.137 -2.551
H -1.719 4.553 -1.929
C -0.338 2.939 -2.194
H -0.632 2.424 -1.291
Zr 0.560 -0.544 1.990
C -1.178 -1.378 1.497
C -1.602 -1.374 0.203
H -1.778 -1.855 2.268
C -0.658 -0.755 -0.778
O -1.296 0.176 -1.677
H -0.597 0.551 -2.228
C 0.506 -0.142 -0.009
H -0.255 -1.514 -1.454
C 1.432 0.569 -0.713
Cl 0.191 -1.312 4.293
Cl 2.735 0.600 2.224
P 1.793 -2.549 1.695
C 2.658 -3.097 3.202
H 1.928 -3.501 3.896
H 3.128 -2.237 3.666
H 3.406 -3.851 2.968
C 0.781 -3.997 1.222
H 0.311 -3.808 0.260
H 0.002 -4.123 1.970
H 1.375 -4.906 1.162
C 3.113 -2.508 0.433
H 3.602 -1.539 0.476
H 2.674 -2.629 -0.553
H 3.847 -3.294 0.599
P -3.071 -2.122 -0.376
C -3.781 -3.205 0.885
C -2.749 -3.110 -1.862
H -4.047 -2.629 1.767
H -3.063 -3.968 1.168
H -4.678 -3.680 0.495
H -2.414 -2.456 -2.663
H -3.650 -3.629 -2.179
H -1.969 -3.837 -1.654
C -4.373 -0.944 -0.844
H -4.550 -0.258 -0.020
H -5.299 -1.464 -1.083
H -4.038 -0.381 -1.709
H 2.311 0.907 -0.184
C -1.145 1.075 6.327
N -2.268 0.340 5.709
C -3.526 0.670 6.404
C -2.398 0.473 4.219
C -1.638 1.606 3.546
C -2.059 2.913 3.859
C -1.440 4.025 3.300
C -0.399 3.858 2.397
C 0.035 2.577 2.058
C -0.552 1.431 2.612
H -1.318 2.171 6.313
H -0.187 0.860 5.816
H -1.026 0.769 7.391
H -2.105 -0.677 5.911
H -3.793 1.737 6.270
H -4.356 0.034 6.022
H -3.435 0.455 7.494
H -2.109 -0.469 3.769
H -3.468 0.555 3.917
H -2.871 3.073 4.556
H -1.768 5.021 3.571
H 0.089 4.726 1.967
H 0.860 2.478 1.371

Calculated values
Total charge: +2
Kohn-Sham gap, hartree: 0.249
E, eV: -97932.742
LUMO energy, eV: -5.634
HOMO energy, eV: -12.4
2S+1: 1

---

Record 4
Formula: C38H50ClO4S3SiY
Source: OMol25
Level of theory: wB97M-V/def2-TZVPD

Element x y z (Å)
Y -0.368 0.491 -1.274
C 3.442 4.608 -0.849
C 4.127 3.256 -1.026
C 5.641 3.472 -1.120
C 3.788 2.248 0.062
C 2.888 2.515 1.086
C 2.622 1.577 2.081
C 3.259 0.343 2.097
C 2.969 -0.682 3.157
C 4.164 0.074 1.071
C 4.411 0.997 0.070
H 3.682 5.256 -1.693
H 3.791 5.103 0.061
H 2.358 4.522 -0.793
H 3.787 2.832 -1.977
H 6.023 3.883 -0.183
H 5.874 4.177 -1.920
H 6.180 2.547 -1.323
H 2.392 3.475 1.129
H 1.916 1.816 2.867
H 2.346 -1.488 2.760
H 2.436 -0.241 4.000
H 3.891 -1.134 3.526
H 4.677 -0.882 1.057
H 5.113 0.744 -0.717
C -5.042 2.822 0.642
C -3.789 3.655 0.418
S -2.540 2.975 -0.707
C -3.473 2.774 -2.236
C -4.095 1.393 -2.508
S -3.303 -0.061 -1.758
C -4.305 -0.313 -0.253
C -3.802 0.304 1.054
S -4.916 1.485 1.844
H -5.440 2.451 -0.304
H -5.815 3.467 1.065
H -3.267 3.820 1.361
H -4.057 4.632 0.012
H -2.761 3.012 -3.023
H -4.247 3.543 -2.261
H -4.086 1.209 -3.582
H -5.136 1.356 -2.191
H -4.348 -1.397 -0.153
H -5.311 0.026 -0.500
H -2.812 0.737 0.935
H -3.707 -0.477 1.807
C 2.121 -0.169 -3.315
C 1.211 -1.397 -3.364
C 1.357 -2.106 -4.708
C -0.236 -0.999 -3.039
H 3.163 -0.414 -3.532
H 2.145 0.307 -2.317
H 1.797 0.592 -4.027
H 1.550 -2.093 -2.587
H 1.065 -1.439 -5.524
H 0.710 -2.984 -4.749
H 2.386 -2.430 -4.887
H -0.850 -1.895 -2.878
H -0.672 -0.486 -3.912
O 0.761 2.583 -1.270
Cl 0.412 3.125 -2.611
O -0.165 4.408 -2.484
O 1.556 3.120 -3.444
O -0.583 2.141 -3.102
C -0.380 -0.053 5.400
C -0.256 -1.402 5.087
C -0.366 -1.822 3.770
C -0.599 -0.916 2.730
C -0.712 0.432 3.071
C -0.609 0.867 4.388
Si -0.727 -1.477 0.917
C 0.715 -2.700 0.652
C 1.930 -2.238 0.145
C 3.012 -3.082 -0.070
C 2.896 -4.432 0.222
C 1.699 -4.923 0.730
C 0.626 -4.068 0.937
C -2.232 -2.643 0.845
C -2.503 -3.296 -0.365
C -3.604 -4.126 -0.514
C -4.474 -4.322 0.553
C -4.221 -3.695 1.765
C -3.111 -2.869 1.905
H -0.296 0.278 6.427
H -0.071 -2.125 5.872
H -0.257 -2.878 3.544
H -0.882 1.171 2.291
H -0.705 1.920 4.622
H 2.060 -1.178 -0.075
H 3.936 -2.687 -0.473
H 3.731 -5.100 0.052
H 1.602 -5.976 0.961
H -0.305 -4.475 1.318
H -1.835 -3.153 -1.209
H -3.788 -4.616 -1.462
H -5.339 -4.963 0.440
H -4.888 -3.850 2.604
H -2.931 -2.388 2.862

Calculated values
Total charge: 0
Kohn-Sham gap, hartree: 0.286
E, eV: -102350.902
LUMO energy, eV: 0.143
HOMO energy, eV: -7.6
2S+1: 1

---

Record 5
Formula: C38H51AsBF4I2N6O4PSSeSn
Source: OMol25
Level of theory: wB97M-V/def2-TZVPD

Element x y z (Å)
Sn 0.038 0.522 0.650
N 3.014 3.808 2.216
C 2.216 2.666 2.200
S 0.512 2.929 1.999
N 2.848 1.541 2.340
N 1.982 0.454 2.330
C 2.443 -0.600 2.883
C 1.654 -1.765 3.240
C 2.319 -2.827 3.859
C 1.654 -3.857 4.500
C 0.256 -3.780 4.578
C -0.433 -2.762 3.963
C 0.216 -1.742 3.193
O -0.470 -0.877 2.566
H 2.591 4.577 1.721
H 3.969 3.617 1.948
H 3.478 -0.577 3.240
H 3.407 -2.806 3.864
H 2.196 -4.667 4.974
H -0.292 -4.535 5.135
H -1.515 -2.693 4.033
I -2.169 4.983 -2.479
C -0.147 4.486 -2.332
C 0.786 5.326 -2.930
C 2.130 5.071 -2.835
I 3.458 6.399 -3.774
C 2.598 3.943 -2.117
C 3.961 3.626 -1.920
C 4.312 2.521 -1.198
C 3.296 1.705 -0.676
N 2.025 1.973 -0.840
C 1.644 3.071 -1.526
C 0.185 3.313 -1.600
O -0.647 2.559 -1.050
H 0.441 6.196 -3.473
H 4.720 4.274 -2.339
H 5.352 2.273 -1.023
H 3.528 0.817 -0.100
C 3.093 -0.864 -3.044
As 2.857 -2.010 -1.513
C 4.647 -2.079 -0.751
C 2.658 -3.803 -2.189
O 1.806 -1.598 -0.319
H 3.713 -1.397 -3.766
H 3.588 0.054 -2.737
H 2.119 -0.648 -3.473
H 5.332 -2.644 -1.387
H 4.556 -2.559 0.223
H 5.029 -1.069 -0.609
H 3.240 -3.907 -3.105
H 1.606 -3.979 -2.395
H 3.033 -4.490 -1.434
C -3.975 -0.684 -1.302
P -3.789 0.601 -0.069
C -3.998 2.153 -0.945
C -5.233 0.441 1.012
O -2.520 0.558 0.709
H -4.917 -0.577 -1.845
H -3.924 -1.657 -0.812
H -3.130 -0.623 -1.988
H -4.966 2.216 -1.446
H -3.187 2.231 -1.670
H -3.881 2.976 -0.238
H -6.168 0.458 0.451
H -5.217 1.256 1.736
H -5.142 -0.501 1.555
C 0.866 -8.710 0.515
C -0.097 -7.691 -0.087
C 0.497 -6.289 -0.203
C 0.588 -5.521 1.114
N -0.702 -5.426 1.777
C -1.684 -4.544 1.400
Se -1.605 -3.334 0.069
N -2.741 -4.771 2.257
C -3.953 -3.977 2.294
C -5.162 -4.701 1.709
C -4.927 -5.250 0.305
C -6.221 -5.711 -0.353
C -2.424 -5.770 3.153
C -3.134 -6.320 4.204
C -2.506 -7.312 4.954
C -1.213 -7.729 4.652
C -0.501 -7.172 3.593
C -1.124 -6.189 2.847
H 0.413 -9.702 0.579
H 1.174 -8.427 1.523
H 1.770 -8.791 -0.095
H -1.015 -7.652 0.508
H -0.396 -8.027 -1.083
H -0.092 -5.686 -0.895
H 1.506 -6.361 -0.619
H 0.934 -4.499 0.934
H 1.276 -5.993 1.817
H -3.730 -3.067 1.735
H -4.139 -3.699 3.335
H -5.996 -3.990 1.691
H -5.463 -5.520 2.374
H -4.224 -6.086 0.359
H -4.436 -4.490 -0.307
H -6.732 -6.461 0.258
H -6.034 -6.148 -1.335
H -6.908 -4.871 -0.490
H -4.133 -5.981 4.446
H -3.032 -7.760 5.788
H -0.745 -8.495 5.258
H 0.516 -7.477 3.387
F -1.048 -1.033 -4.596
B -0.837 -1.673 -3.363
F -1.719 -2.762 -3.236
F 0.510 -2.147 -3.319
F -1.020 -0.771 -2.300

Calculated values
Total charge: -2
Kohn-Sham gap, hartree: 0.197
E, eV: -237264.991
LUMO energy, eV: 3.462
HOMO energy, eV: -1.9
2S+1: 1

---

Question: The lowest total charge belongs to which entry?
Answer: C38H51AsBF4I2N6O4PSSeSn

---

Repeat the third record exactly.
Formula: C38H50Cl2NOP3Zr
Source: OMol25
Level of theory: wB97M-V/def2-TZVPD

Element x y z (Å)
P 1.518 0.893 -2.439
C 3.265 1.183 -2.836
C 3.823 0.643 -3.994
H 3.244 -0.016 -4.625
C 5.134 0.936 -4.337
H 5.561 0.507 -5.232
C 5.894 1.773 -3.533
H 6.917 1.999 -3.800
C 5.338 2.323 -2.386
H 5.924 2.977 -1.757
C 4.028 2.037 -2.038
H 3.615 2.482 -1.145
C 0.979 -0.489 -3.483
C 1.525 -1.748 -3.228
H 2.282 -1.864 -2.466
C 1.104 -2.848 -3.957
H 1.533 -3.820 -3.758
C 0.143 -2.698 -4.950
H -0.177 -3.555 -5.526
C -0.393 -1.445 -5.211
H -1.131 -1.323 -5.992
C 0.019 -0.340 -4.480
H -0.417 0.628 -4.670
C 0.673 2.403 -2.984
C 1.100 3.085 -4.122
H 1.907 2.694 -4.727
C 0.492 4.277 -4.479
H 0.821 4.803 -5.365
C -0.529 4.803 -3.697
H -0.995 5.738 -3.976
C -0.938 4.137 -2.551
H -1.719 4.553 -1.929
C -0.338 2.939 -2.194
H -0.632 2.424 -1.291
Zr 0.560 -0.544 1.990
C -1.178 -1.378 1.497
C -1.602 -1.374 0.203
H -1.778 -1.855 2.268
C -0.658 -0.755 -0.778
O -1.296 0.176 -1.677
H -0.597 0.551 -2.228
C 0.506 -0.142 -0.009
H -0.255 -1.514 -1.454
C 1.432 0.569 -0.713
Cl 0.191 -1.312 4.293
Cl 2.735 0.600 2.224
P 1.793 -2.549 1.695
C 2.658 -3.097 3.202
H 1.928 -3.501 3.896
H 3.128 -2.237 3.666
H 3.406 -3.851 2.968
C 0.781 -3.997 1.222
H 0.311 -3.808 0.260
H 0.002 -4.123 1.970
H 1.375 -4.906 1.162
C 3.113 -2.508 0.433
H 3.602 -1.539 0.476
H 2.674 -2.629 -0.553
H 3.847 -3.294 0.599
P -3.071 -2.122 -0.376
C -3.781 -3.205 0.885
C -2.749 -3.110 -1.862
H -4.047 -2.629 1.767
H -3.063 -3.968 1.168
H -4.678 -3.680 0.495
H -2.414 -2.456 -2.663
H -3.650 -3.629 -2.179
H -1.969 -3.837 -1.654
C -4.373 -0.944 -0.844
H -4.550 -0.258 -0.020
H -5.299 -1.464 -1.083
H -4.038 -0.381 -1.709
H 2.311 0.907 -0.184
C -1.145 1.075 6.327
N -2.268 0.340 5.709
C -3.526 0.670 6.404
C -2.398 0.473 4.219
C -1.638 1.606 3.546
C -2.059 2.913 3.859
C -1.440 4.025 3.300
C -0.399 3.858 2.397
C 0.035 2.577 2.058
C -0.552 1.431 2.612
H -1.318 2.171 6.313
H -0.187 0.860 5.816
H -1.026 0.769 7.391
H -2.105 -0.677 5.911
H -3.793 1.737 6.270
H -4.356 0.034 6.022
H -3.435 0.455 7.494
H -2.109 -0.469 3.769
H -3.468 0.555 3.917
H -2.871 3.073 4.556
H -1.768 5.021 3.571
H 0.089 4.726 1.967
H 0.860 2.478 1.371

Calculated values
Total charge: +2
Kohn-Sham gap, hartree: 0.249
E, eV: -97932.742
LUMO energy, eV: -5.634
HOMO energy, eV: -12.4
2S+1: 1